No. 1
90
Properties=species:S:1:pos:R:3:forces:R:3 method="wB97M-V/def2-TZVPD" orbital_gap_ha=0.234 charge=+2
Ir 0.884426 -0.512487 0.241312 0.07 0.23 0.03
C 2.071342 1.369305 -2.076092 0.06 0.03 0.01
O 2.197550 0.166057 -1.289235 -0.17 -0.05 -0.20
C 3.550612 -0.194634 -0.978038 0.04 -0.01 0.60
C 4.041693 0.506752 0.278512 0.00 0.02 -0.06
O 3.205151 0.182012 1.398706 0.09 -0.10 -0.51
C 3.858384 0.538725 2.626037 0.06 -0.06 0.33
C 3.008519 0.178437 3.831233 -0.14 0.13 -0.23
O 1.825446 0.952055 3.918820 -0.05 -0.11 -0.17
C 1.988170 2.119348 4.717073 -0.06 0.05 -0.05
H 2.596148 1.219718 -3.019196 0.01 -0.03 0.01
H 2.484751 2.227969 -1.545918 0.00 -0.02 0.03
H 1.017814 1.534382 -2.273842 0.10 -0.08 0.10
H 4.178095 0.023776 -1.841923 0.09 0.08 0.07
H 3.538174 -1.270860 -0.804957 0.04 0.10 -0.07
H 4.075214 1.594792 0.149715 -0.04 0.00 -0.02
H 5.065311 0.170980 0.472439 0.00 -0.02 -0.01
H 4.099877 1.608831 2.627314 -0.10 -0.01 -0.07
H 4.801770 -0.013531 2.678451 0.02 0.01 0.05
H 3.601922 0.318835 4.738314 0.16 -0.11 -0.04
H 2.722045 -0.875069 3.771827 -0.04 0.02 -0.01
H 2.215925 1.853931 5.752495 -0.01 -0.01 -0.01
H 1.049421 2.669224 4.685234 0.02 -0.04 0.01
H 2.785086 2.764789 4.335076 0.01 -0.01 -0.02
C -2.314437 -2.232541 -0.775371 -0.03 0.02 0.05
Sb -0.977388 -0.763408 -1.574825 -0.05 -0.04 -0.04
C 1.159581 -2.394038 0.103186 0.04 -0.11 -0.02
C 0.460374 -2.735180 1.350981 0.05 -0.07 0.10
C 0.251465 -3.874007 2.094026 0.02 0.04 0.01
C -0.393168 -3.726617 3.325554 -0.03 0.03 0.03
C -0.774021 -2.471041 3.759408 0.03 -0.05 -0.06
C -0.530007 -1.353147 2.955943 -0.08 -0.07 -0.02
N 0.045113 -1.510600 1.781281 -0.12 -0.03 0.16
Si 1.961862 -3.682791 -1.064799 0.01 -0.01 -0.03
C 2.378588 -2.890960 -2.700834 0.08 0.03 -0.02
C 0.807183 -5.116733 -1.349482 -0.03 0.01 0.01
C 3.467755 -4.165297 -0.062881 -0.05 -0.03 -0.06
C -1.924672 1.156674 -1.102408 0.06 0.02 0.03
C -0.922733 2.047520 -0.438443 0.04 -0.01 -0.02
C -1.066093 3.440569 -0.529239 -0.05 -0.03 0.00
C -0.201387 4.298355 0.107662 0.03 0.04 0.02
C 0.843306 3.766786 0.855167 0.01 0.00 -0.01
C 0.963023 2.401172 0.902066 -0.03 0.02 0.08
N 0.119216 1.551351 0.278513 0.00 0.05 -0.05
Si -2.397771 1.734704 -2.895073 -0.05 -0.04 -0.03
C -3.119824 0.265305 -3.816687 0.01 0.02 -0.02
C -3.637553 3.130473 -3.002014 0.02 0.01 -0.03
C -0.839139 2.264979 -3.786435 -0.02 -0.01 -0.10
Si -3.508475 1.171350 0.002195 0.01 0.01 0.07
C -4.021179 2.923801 0.418829 -0.02 0.01 -0.03
C -4.928405 0.265586 -0.798490 0.01 -0.03 0.01
C -3.129420 0.441697 1.680045 0.05 -0.04 0.02
H -1.795588 -3.190772 -0.770952 0.03 -0.03 0.01
H -3.156337 -2.315491 -1.462989 0.01 -0.01 0.01
H -2.682365 -2.011491 0.223197 0.01 0.00 -0.05
H 0.590286 -4.839686 1.749086 0.00 -0.01 -0.04
H -0.583861 -4.594664 3.941918 0.00 0.00 0.01
H -1.258617 -2.337856 4.715796 0.01 0.01 0.01
H -0.791289 -0.356995 3.262187 -0.04 0.20 0.04
H 1.672254 -2.106655 -2.978029 -0.03 0.00 0.01
H 2.333264 -3.657908 -3.476493 0.02 0.01 -0.02
H 3.384393 -2.466858 -2.727569 -0.04 -0.04 0.00
H -0.133363 -4.801560 -1.804398 -0.02 0.01 -0.01
H 0.578633 -5.704708 -0.461294 0.00 0.03 0.05
H 1.289904 -5.790230 -2.062302 0.00 -0.01 0.00
H 4.101668 -3.308641 0.168358 0.05 0.01 0.01
H 4.067141 -4.877293 -0.634657 0.01 0.00 0.00
H 3.196346 -4.645361 0.878580 -0.01 0.00 0.00
H -1.890138 3.837513 -1.102761 0.01 0.00 0.01
H -0.337790 5.368778 0.027714 0.00 0.01 -0.01
H 1.548334 4.395185 1.379832 0.00 -0.01 0.01
H 1.760795 1.928162 1.456815 -0.01 0.01 0.10
H -3.976695 -0.191706 -3.322081 0.01 0.00 0.01
H -2.395535 -0.517531 -4.053814 -0.01 0.01 0.00
H -3.473698 0.642556 -4.780012 -0.02 0.00 -0.01
H -4.539541 2.988316 -2.409056 0.00 -0.05 -0.05
H -3.949101 3.185823 -4.048596 0.01 0.02 -0.02
H -3.212629 4.104108 -2.752146 -0.03 0.01 0.01
H -0.147782 1.433199 -3.944341 -0.08 0.02 -0.06
H -0.306318 3.077616 -3.288880 -0.02 0.02 0.00
H -1.127216 2.628288 -4.775994 0.02 0.01 -0.01
H -4.207520 3.583714 -0.426305 0.01 -0.02 0.04
H -3.297890 3.408245 1.077093 -0.01 -0.01 0.01
H -4.957006 2.847202 0.979894 -0.01 0.00 0.00
H -5.275819 0.732466 -1.719754 -0.01 0.03 0.00
H -5.763575 0.288439 -0.093565 -0.01 0.00 0.00
H -4.712679 -0.782793 -1.006982 -0.01 0.03 0.00
H -2.283776 0.982504 2.110053 0.07 -0.01 0.08
H -2.913439 -0.625182 1.687800 0.01 0.00 0.02
H -3.988103 0.613924 2.333417 0.01 -0.02 0.01

No. 2
87
Properties=species:S:1:pos:R:3:forces:R:3 method="wB97M-V/def2-TZVPD" orbital_gap_ha=0.259 e_above_lowest_ev=3.687 charge=+1
O 1.366561 0.413300 -2.085265 -0.07 1.05 -0.92
O 2.041697 -1.719429 -2.542868 0.49 -1.39 -0.30
C 0.574909 0.766907 -3.245766 -0.99 0.95 -0.79
C 0.175990 2.253373 -3.331099 0.40 -0.42 0.37
H -0.333606 0.172361 -3.280038 -0.12 -0.22 0.81
H 1.076470 0.465746 -4.164380 0.52 0.10 0.04
H -0.395709 2.558968 -2.456664 0.07 -0.06 0.09
H -0.450086 2.431519 -4.205275 0.05 -0.21 -0.06
H 1.043277 2.907185 -3.415034 0.05 0.01 -0.02
C 2.700572 0.981335 -2.181059 1.08 0.64 -0.23
C 3.507237 0.850368 -3.498227 -0.85 -0.40 0.05
H 3.284643 0.537767 -1.379381 -0.19 -0.15 0.24
H 2.650793 2.046010 -1.976799 -0.35 0.08 0.31
H 3.531674 -0.175864 -3.859749 0.05 -0.03 -0.05
H 4.539803 1.162747 -3.345524 -0.08 0.08 0.28
H 3.098078 1.473009 -4.292684 -0.02 0.05 0.03
C 2.885691 -2.346058 -1.574902 1.54 -0.77 0.69
C 1.373382 -2.472011 -3.551941 -0.27 -1.38 -1.56
C 4.356978 -2.316262 -1.996496 -0.24 0.02 -0.18
H 2.559123 -3.366577 -1.370515 -0.27 0.04 -0.27
H 2.807264 -1.799338 -0.637737 -0.44 0.24 -0.07
H 4.526764 -2.825874 -2.941317 -0.03 -0.05 -0.01
H 4.977232 -2.803095 -1.245207 -0.14 -0.04 0.11
H 4.715688 -1.294692 -2.101938 -0.03 0.07 0.03
C 2.340091 -3.004075 -4.610152 0.09 0.11 0.39
H 0.637936 -1.836680 -4.040557 0.11 0.33 0.38
H 0.825631 -3.299073 -3.108074 -0.04 0.00 0.36
H 2.976573 -2.209703 -4.997424 -0.01 0.05 -0.03
H 1.793325 -3.434234 -5.448057 -0.16 0.05 0.10
H 2.974979 -3.788455 -4.202509 0.03 -0.04 -0.02
H 1.528739 -0.888943 -2.199523 -0.29 1.37 0.34
La -0.626387 0.269061 1.249612 -1.03 1.02 10.31
C -0.974747 -1.055296 -0.271130 -2.56 -6.89 -5.06
Si -2.137018 -2.566560 -0.454088 0.27 0.77 -1.04
H -1.394265 -0.093428 -0.541431 -0.14 -0.31 -2.13
H 0.025210 -1.224269 0.111433 0.40 -1.12 -1.87
C -2.741083 -2.603113 -2.230522 -0.03 -0.19 -0.03
C -3.735056 -2.599097 0.521081 0.23 0.18 0.34
C -1.266221 -4.172991 -0.046214 0.25 0.23 0.11
C 0.429499 2.057151 0.824347 3.31 4.73 -1.07
Si 2.051568 2.310731 1.780952 -0.67 1.11 -0.59
H -0.314274 2.373208 1.541515 -0.34 1.35 0.39
H 0.350760 2.824055 0.056473 0.34 0.18 -0.34
C 3.210524 3.433835 0.830968 0.09 -0.11 -0.09
C 2.900878 0.680379 2.084118 0.22 -0.24 0.25
C 1.711409 3.171087 3.403200 0.19 -0.14 0.03
H -0.251186 -4.196430 -0.434064 0.22 -0.08 -0.11
H -1.802402 -5.025257 -0.460000 -0.11 -0.01 -0.04
H -1.207904 -4.315302 1.031137 0.03 -0.07 0.15
H -3.070514 -1.616530 -2.551338 -0.05 0.15 0.00
H -3.583943 -3.283980 -2.339528 -0.12 -0.06 -0.04
H -1.975823 -2.938758 -2.923899 0.26 -0.01 -0.18
H -4.231959 -1.635596 0.564571 -0.09 0.24 0.07
H -3.566370 -2.955998 1.533542 -0.02 0.10 0.30
H -4.436799 -3.298046 0.068691 0.05 -0.09 -0.18
H 3.801992 0.578398 1.481095 0.07 -0.04 -0.07
H 2.247171 -0.151183 1.834183 -0.05 -0.42 -0.01
H 3.190656 0.572896 3.128281 0.06 -0.10 0.07
H 2.636505 3.340617 3.952883 0.11 0.01 0.09
H 1.060946 2.580738 4.039560 -0.24 -0.11 0.23
H 1.240939 4.140237 3.244500 -0.08 0.03 -0.07
H 3.987036 3.826616 1.486388 0.08 0.01 0.08
H 2.677594 4.284327 0.407683 -0.06 0.04 0.00
H 3.715856 2.912135 0.020310 0.06 -0.03 -0.16
C -1.652389 -0.619727 7.011718 0.13 0.03 -0.46
C -0.721045 -0.876259 6.000413 -0.41 0.26 -0.12
C -0.961114 -0.437350 4.692494 -0.56 0.22 0.32
C -2.137672 0.260075 4.390249 -1.12 0.31 1.16
C -3.072074 0.513749 5.417576 0.35 -0.27 0.32
C -2.827014 0.074673 6.719276 0.30 -0.01 -0.61
N -2.363910 0.709801 3.062331 -0.22 0.59 -1.18
N -3.403104 1.355800 2.794196 -0.87 -0.01 1.72
C -3.658471 1.854992 1.499543 0.53 -0.09 -0.64
C -4.826153 2.582717 1.229354 -0.21 0.15 -0.03
C -5.057499 3.075258 -0.061491 0.38 -0.35 0.43
C -4.125939 2.837581 -1.076920 0.15 -0.11 0.24
C -2.963249 2.113726 -0.798648 -1.01 0.31 0.91
C -2.735083 1.631129 0.492806 1.48 -1.03 -0.89
H -1.465106 -0.957839 8.022519 0.05 -0.02 -0.04
H 0.189157 -1.413356 6.231002 0.00 0.01 -0.03
H -0.232482 -0.637087 3.917596 0.17 -0.10 -0.02
H -3.989161 1.053360 5.216930 0.15 -0.03 -0.23
H -3.549318 0.276110 7.501008 0.04 -0.01 -0.06
H -5.549050 2.767588 2.013160 -0.02 0.00 0.07
H -5.957154 3.638221 -0.274996 0.02 -0.04 0.07
H -4.303698 3.212057 -2.077594 -0.09 0.04 -0.01
H -2.252766 1.920915 -1.580669 0.20 -0.02 -0.34

no.,DFT total energy (eV)
1,-71999.7310
2,-53556.3879